# 1
20
Properties=species:S:1:pos:R:3 method="wB97M-V/def2-TZVPD" total_energy_ha=-382.3872 max_force_ev_per_a=4.115 e_above_lowest_kj_mol=302.7 e_lumo_ev=0.63 orbital_gap_ev=8.45
C 1.521 1.652 1.740
C 0.734 0.380 1.566
C 1.132 -0.603 0.701
N 1.865 -0.387 -0.428
H 1.042 2.312 2.462
H 1.637 2.172 0.787
H 2.532 1.480 2.121
H 0.259 0.034 2.474
H 0.690 -1.587 0.777
H 2.262 0.534 -0.540
H 1.413 -0.672 -1.289
C -1.351 -1.551 -2.012
N -0.881 -0.322 -1.435
C -1.443 0.218 -0.419
O -2.778 0.012 -0.141
H -2.433 -1.695 -1.928
H -1.092 -1.530 -3.073
H -0.840 -2.414 -1.564
H -1.109 1.219 -0.140
H -3.161 0.751 0.343

***

# 2
20
Properties=species:S:1:pos:R:3 method="wB97M-V/def2-TZVPD" total_energy_ha=-382.4158 max_force_ev_per_a=0.495 smiles="N/C=C/N.CCC=O" e_above_lowest_kj_mol=227.8 e_lumo_ev=0.84 orbital_gap_ev=9.51
N -1.967 -0.738 0.386
C -2.069 -0.835 -1.024
C -1.631 0.097 -1.851
N -1.750 -0.067 -3.271
H -1.029 -0.933 0.712
H -2.576 -1.390 0.862
H -2.527 -1.721 -1.451
H -1.173 1.010 -1.474
H -0.880 0.159 -3.739
H -2.441 0.578 -3.638
C 2.674 1.763 0.843
C 1.570 1.070 1.638
C 1.477 -0.394 1.316
O 1.485 -1.276 2.133
H 3.648 1.354 1.110
H 2.687 2.828 1.058
H 2.519 1.625 -0.228
H 1.698 1.173 2.713
H 0.595 1.506 1.395
H 1.384 -0.632 0.234